Record 1
# H62O31

31 unconnected molecules or ions with the total composition H62O31 at a distorted geometry (ωB97M-V/def2-TZVPD, OMol25).

The geometry in ORCA input format:
```
! wB97M-V def2-TZVPD RIJCOSX def2/J DEFGRID3
* xyz 0 1
O 0.62 -0.14 -0.69
H -0.23 -0.59 -0.69
H 0.92 -0.21 0.21
O 5.59 -1.88 2.09
H 5.29 -0.98 2.20
H 5.92 -2.13 2.95
O 1.82 -2.77 -0.78
H 2.27 -3.24 -0.07
H 1.58 -1.93 -0.39
O -0.47 -5.89 -0.22
H -0.68 -5.45 -1.04
H 0.36 -5.50 0.06
O 1.77 -0.51 1.87
H 2.57 -0.87 2.27
H 1.24 -0.24 2.62
O 1.78 2.27 -0.47
H 1.45 1.40 -0.69
H 2.70 2.13 -0.23
O -4.34 -3.09 -1.08
H -4.81 -3.47 -1.82
H -3.95 -2.29 -1.43
O 4.46 2.83 1.45
H 4.92 3.67 1.47
H 3.65 2.99 1.94
O -0.71 -1.39 3.56
H -0.60 -0.46 3.79
H -0.43 -1.86 4.35
O 0.08 4.74 0.41
H -0.85 4.52 0.46
H 0.53 3.90 0.53
O 2.30 3.29 2.99
H 1.53 3.46 2.46
H 2.07 3.60 3.87
O 3.49 -3.43 1.52
H 2.97 -3.78 2.24
H 4.29 -3.10 1.94
O -4.38 1.55 0.93
H -3.44 1.56 0.75
H -4.59 2.46 1.14
O -3.64 -1.52 -3.35
H -2.89 -1.28 -3.90
H -4.24 -1.96 -3.95
O -1.64 -1.45 -1.07
H -2.03 -1.28 -1.93
H -1.31 -2.35 -1.13
O 3.48 4.24 -1.40
H 3.30 4.21 -2.34
H 2.74 3.80 -0.99
O 0.70 0.98 4.41
H 0.06 1.46 4.94
H 1.51 1.01 4.91
O 1.08 -1.83 -3.28
H 1.40 -1.85 -2.38
H 1.20 -0.92 -3.56
O -3.04 4.01 -2.33
H -3.59 4.35 -3.03
H -2.64 3.22 -2.69
O -3.82 -0.44 2.83
H -3.45 0.06 3.55
H -4.04 0.21 2.17
O -1.90 -0.76 -5.50
H -0.95 -0.91 -5.50
H -2.15 -0.85 -6.42
O 4.57 0.68 3.05
H 4.02 1.03 3.75
H 4.51 1.32 2.34
O -1.75 1.11 0.47
H -1.53 1.34 -0.43
H -1.84 0.16 0.46
O -2.68 -3.11 2.53
H -3.02 -2.21 2.52
H -1.78 -3.02 2.83
O 1.40 0.88 -4.06
H 2.15 0.36 -4.34
H 1.70 1.78 -4.13
O 3.16 -1.82 3.99
H 3.95 -1.31 4.15
H 3.34 -2.67 4.40
O -0.50 -3.83 -2.22
H -0.69 -4.49 -2.88
H -0.13 -3.10 -2.72
O -3.00 1.94 -4.88
H -2.52 1.15 -4.63
H -2.33 2.61 -4.95
O -0.41 2.66 2.28
H 0.16 2.08 2.79
H -0.66 2.13 1.52
O -5.60 0.01 -1.07
H -5.00 0.30 -0.38
H -5.04 -0.11 -1.84
O -0.82 1.66 -2.28
H -0.34 1.92 -3.07
H -0.16 1.21 -1.75
*
```

Output
Relative energy (zero: lowest compared OMol25 entry of this formula, charge and spin) (kcal/mol): 97.43
HOMO (eV): -9.52
Max |F| (eV/Å): 1.43
Total energy (a.u.): -2369.643930
Orbital gap (eV): 8.683
Lowest unoccupied orbital energy (eV): -0.84

Löwdin population analysis, charges in e, atoms 1 to 6: number 1, O, carries -0.072; number 2, H, carries -0.001; number 3, H, carries 0.021; number 4, O, carries -0.031; number 5, H, carries 0.010; number 6, H, carries 0.054

=====

Record 2
# C3H5N5

A molecular structure, C3H5N5 at a distorted geometry (ωB97M-V/def2-TZVPD, OMol25).

The geometry in ORCA input format:
```
! wB97M-V def2-TZVPD RIJCOSX def2/J DEFGRID3
* xyz 0 1
C 2.56 -0.11 -0.19
C -1.82 -0.66 -0.20
C -0.55 0.93 0.00
H 2.76 1.04 0.13
H 3.43 -0.82 -0.69
H -0.42 -1.98 -0.49
H -2.70 -1.35 -0.37
H 1.12 1.96 0.05
N 1.48 -0.84 -0.06
N 0.26 -0.36 0.43
N -0.74 -1.39 0.29
N -1.77 0.58 -0.23
N 0.01 2.03 0.09
*
```

Output
Relative energy (zero: lowest compared OMol25 entry of this formula, charge and spin) (kcal/mol): 113.65
HOMO (eV): -8.96
Max |F| (eV/Å): 7.29
Total energy (a.u.): -390.937301
Orbital gap (eV): 9.484
Lowest unoccupied orbital energy (eV): 0.52

Löwdin population analysis, charges in e, atoms 1 to 6: number 1, C, carries -0.076; number 2, C, carries -0.186; number 3, C, carries -0.494; number 4, H, carries 0.097; number 5, H, carries 0.112; number 6, H, carries 0.131

=====

Record 3
# C6H12O

2 unconnected molecules or ions with the total composition C6H12O (ωB97M-V/def2-TZVPD, OMol25).

The geometry in ORCA input format:
```
! wB97M-V def2-TZVPD RIJCOSX def2/J DEFGRID3
* xyz 0 1
C 2.55 -0.49 -0.44
O 1.31 -0.90 0.10
C 0.32 -0.01 -0.06
C 0.16 1.22 -0.56
C -1.34 1.18 -0.32
C -1.12 -0.23 0.31
C -1.80 -1.45 -0.31
H 3.07 0.22 0.22
H 2.40 -0.02 -1.42
H 3.16 -1.39 -0.56
H 0.82 1.98 -0.96
H -1.95 1.17 -1.23
H -1.75 1.93 0.37
H -1.29 -0.22 1.39
H -2.88 -1.41 -0.17
H -1.59 -1.52 -1.38
H -1.42 -2.36 0.16
H 0.69 0.98 2.75
H 0.66 1.32 2.09
*
```

Output
Relative energy (zero: lowest compared OMol25 entry of this formula, charge and spin) (kcal/mol): 65.07
HOMO (eV): -8.51
Max |F| (eV/Å): 0.29
Total energy (a.u.): -310.955578
Orbital gap (eV): 9.619
Lowest unoccupied orbital energy (eV): 1.11

Löwdin population analysis, charges in e, atoms 1 to 6: number 1, C, carries -0.070; number 2, O, carries -0.065; number 3, C, carries -0.390; number 4, C, carries -0.042; number 5, C, carries -0.133; number 6, C, carries -0.297

=====

Record 4
# C44H48ClFO2P2

8 unconnected molecules or ions with the total composition C44H48ClFO2P2 at a distorted geometry (ωB97M-V/def2-TZVPD, OMol25).

The geometry in ORCA input format:
```
! wB97M-V def2-TZVPD RIJCOSX def2/J DEFGRID3
* xyz 0 1
O -0.72 -0.20 3.76
C -1.14 0.82 3.21
F -2.39 0.81 2.51
C -0.24 2.16 3.25
P 0.81 2.13 1.63
P 1.98 1.93 -0.27
O 2.79 0.41 -0.24
Cl 0.43 1.90 -1.76
H -0.99 3.02 3.28
H 0.39 2.21 4.20
H 1.39 3.42 1.89
H 1.47 0.95 2.16
H -0.43 1.99 0.88
H 2.56 -0.14 -1.02
C -1.26 -0.52 -4.32
C -1.71 0.80 -4.25
C -2.88 1.17 -4.90
C -3.60 0.24 -5.63
C -3.15 -1.08 -5.71
C -1.99 -1.46 -5.06
H -0.36 -0.81 -3.81
H -1.14 1.53 -3.68
H -3.23 2.20 -4.83
H -4.52 0.53 -6.13
H -3.72 -1.81 -6.28
H -1.64 -2.48 -5.12
C 5.17 -3.39 -2.44
C 4.26 -2.34 -2.35
C 3.11 -2.35 -3.13
C 2.86 -3.40 -4.00
C 3.77 -4.45 -4.09
C 4.92 -4.45 -3.31
H 6.06 -3.39 -1.83
H 4.46 -1.51 -1.67
H 2.40 -1.53 -3.06
H 1.96 -3.41 -4.60
H 3.58 -5.28 -4.77
H 5.63 -5.27 -3.38
C -2.61 -2.83 3.21
C -4.00 -2.84 3.17
C -4.68 -4.02 2.90
C -3.97 -5.20 2.67
C -2.58 -5.18 2.70
C -1.90 -4.00 2.97
H -2.08 -1.90 3.42
H -4.55 -1.92 3.35
H -5.76 -4.03 2.88
H -4.50 -6.12 2.47
H -2.02 -6.10 2.52
H -0.81 -3.99 3.00
C -0.64 -3.69 8.14
C -0.36 -3.66 6.77
C -0.61 -2.50 6.04
C -1.13 -1.38 6.67
C -1.41 -1.41 8.03
C -1.16 -2.57 8.76
H -0.44 -4.59 8.71
H 0.04 -4.54 6.28
H -0.39 -2.48 4.98
H -1.32 -0.48 6.10
H -1.82 -0.54 8.52
H -1.38 -2.59 9.83
C -0.08 5.46 -1.69
C -0.29 6.01 -0.42
C -0.89 7.26 -0.30
C -1.26 7.97 -1.43
C -1.04 7.43 -2.69
C -0.45 6.18 -2.82
H 0.38 4.48 -1.79
H 0.00 5.45 0.46
H -1.06 7.68 0.69
H -1.73 8.94 -1.33
H -1.33 7.98 -3.58
H -0.27 5.75 -3.81
C -2.62 9.81 3.08
C -2.63 10.42 1.83
C -3.84 10.78 1.24
C -5.04 10.52 1.90
C -5.03 9.90 3.14
C -3.82 9.55 3.74
H -1.68 9.53 3.55
H -1.69 10.62 1.32
H -3.84 11.26 0.27
H -5.98 10.81 1.44
H -5.97 9.70 3.65
H -3.82 9.06 4.71
C 6.91 -9.74 -4.32
C 7.93 -8.93 -4.82
C 7.61 -7.78 -5.53
C 6.28 -7.43 -5.74
C 5.27 -8.24 -5.24
C 5.58 -9.40 -4.53
H 7.16 -10.64 -3.76
H 8.97 -9.21 -4.66
H 8.41 -7.15 -5.92
H 6.04 -6.53 -6.29
H 4.23 -7.98 -5.41
H 4.79 -10.03 -4.14
*
```

Output
HOMO (eV): -8.37
Max |F| (eV/Å): 4.55
Total energy (a.u.): -3098.575375
Orbital gap (eV): 8.390
Lowest unoccupied orbital energy (eV): 0.02

Löwdin population analysis, charges in e, atoms 1 to 6: number 1, O, carries 0.049; number 2, C, carries -0.387; number 3, F, carries 0.016; number 4, C, carries -0.313; number 5, P, carries 0.550; number 6, P, carries 0.390

=====

Record 5
# C10H14NO4S

2 unconnected molecules or ions with the total composition C10H14NO4S (ωB97M-V/def2-TZVPD, OMol25).

The geometry in ORCA input format:
```
! wB97M-V def2-TZVPD RIJCOSX def2/J DEFGRID3
* xyz -1 1
O -4.38 -4.08 -2.01
S -3.52 -3.01 -2.50
O -2.71 -3.39 -3.66
O -4.17 -1.70 -2.64
C -2.28 -2.80 -1.16
C -2.00 -1.36 -0.84
C -2.91 -0.56 -0.15
C -2.63 0.76 0.12
C -1.44 1.33 -0.32
C -0.53 0.55 -1.01
C -0.80 -0.79 -1.26
H -2.65 -3.35 -0.31
H -1.38 -3.26 -1.56
H -3.85 -1.00 0.16
H -3.33 1.38 0.67
H -1.20 2.37 -0.14
H 0.39 0.99 -1.36
H -0.07 -1.38 -1.79
C 2.62 0.58 0.78
O 1.59 0.01 1.07
N 3.23 1.51 1.55
C 4.46 2.16 1.15
C 2.63 1.85 2.82
H 3.15 0.39 -0.17
H 5.25 1.96 1.87
H 4.31 3.24 1.08
H 4.77 1.79 0.17
H 2.56 0.96 3.46
H 1.62 2.23 2.67
H 3.23 2.60 3.32
*
```

Output
HOMO (eV): -4.74
Max |F| (eV/Å): 0.50
Total energy (a.u.): -1143.425520
Orbital gap (eV): 6.957
Lowest unoccupied orbital energy (eV): 2.21

Löwdin population analysis, charges in e, atoms 1 to 6: number 1, O, carries -0.404; number 2, S, carries 0.393; number 3, O, carries -0.402; number 4, O, carries -0.379; number 5, C, carries -0.194; number 6, C, carries -0.261

=====

Record 6
# C41H84CuF15MnN3O14S

A molecular structure, C41H84CuF15MnN3O14S at a distorted geometry (ωB97M-V/def2-TZVPD, OMol25).

The geometry in ORCA input format:
```
! wB97M-V def2-TZVPD RIJCOSX def2/J DEFGRID3
* xyz 1 6
Cu 10.92 16.45 18.98
Mn 11.71 19.75 18.05
C 6.76 10.39 19.12
C 7.21 11.69 19.73
N 6.39 12.95 19.47
C 4.81 12.76 19.53
C 6.84 13.94 20.65
C 6.50 13.48 22.10
C 6.78 13.44 18.03
C 6.65 14.93 17.78
O 5.30 15.41 17.56
C 5.23 16.77 17.11
H 6.72 10.29 18.03
H 5.77 10.18 19.52
H 7.27 9.49 19.46
H 8.24 11.94 19.46
H 7.15 11.62 20.81
H 4.58 12.44 20.55
H 4.71 11.99 18.77
H 4.31 13.71 19.35
H 6.35 14.90 20.47
H 7.90 14.07 20.42
H 6.50 14.43 22.63
H 7.39 12.94 22.40
H 5.57 12.94 22.24
H 6.46 12.74 17.26
H 7.86 13.33 17.92
H 7.29 15.15 16.92
H 7.15 15.44 18.60
H 6.01 17.36 17.60
H 4.26 17.22 17.32
H 5.36 16.75 16.03
C 13.41 12.61 15.24
C 14.07 11.89 16.42
N 15.42 12.53 16.84
C 15.32 14.09 16.59
C 15.55 12.25 18.35
C 15.61 10.70 18.64
C 16.70 11.95 16.14
C 16.63 12.06 14.60
O 18.04 11.87 14.22
C 18.15 11.91 12.81
H 12.56 11.97 15.01
H 14.05 12.63 14.36
H 12.95 13.54 15.57
H 14.39 10.86 16.23
H 13.46 12.00 17.31
H 14.40 14.43 17.07
H 15.26 14.31 15.52
H 16.14 14.56 17.11
H 14.76 12.68 18.97
H 16.48 12.71 18.70
H 16.51 10.13 18.40
H 14.83 10.13 18.15
H 15.33 10.53 19.68
H 16.79 10.91 16.47
H 17.54 12.53 16.52
H 16.23 13.02 14.28
H 16.03 11.23 14.23
H 17.32 12.53 12.46
H 17.96 10.89 12.47
H 19.08 12.42 12.58
C 11.21 9.15 15.89
C 10.18 10.27 15.82
N 9.23 10.33 14.59
C 10.10 10.38 13.30
C 8.28 9.11 14.52
C 7.51 8.81 15.79
C 8.32 11.58 14.81
C 8.92 12.96 14.44
O 9.36 13.62 15.58
C 10.18 14.80 15.31
H 10.68 8.19 15.86
H 11.91 9.17 16.73
H 11.85 9.18 15.01
H 10.72 11.20 16.01
H 9.50 10.24 16.68
H 10.21 9.34 12.99
H 11.02 10.93 13.48
H 9.49 11.00 12.64
H 8.86 8.24 14.22
H 7.58 9.27 13.70
H 7.98 8.90 16.77
H 7.15 7.78 15.74
H 6.63 9.44 15.89
H 8.15 11.60 15.89
H 7.39 11.46 14.26
H 8.22 13.67 13.99
H 9.72 13.03 13.71
H 10.34 15.23 16.30
H 9.54 15.42 14.69
H 11.10 14.53 14.79
C 11.97 12.82 20.64
F 12.64 13.77 21.33
F 12.79 11.78 20.40
F 10.96 12.34 21.37
S 11.28 13.47 18.91
O 11.15 12.28 18.09
O 10.01 14.12 19.11
O 12.27 14.48 18.45
C 13.13 20.00 21.10
O 13.89 20.99 21.71
O 13.28 20.17 19.65
C 13.52 18.55 21.57
F 14.86 18.37 21.40
F 13.29 18.41 22.82
F 12.85 17.56 20.87
C 13.95 21.02 23.16
C 14.65 22.35 23.42
H 14.04 23.12 22.93
H 14.73 22.65 24.47
H 15.61 22.24 22.92
H 14.51 20.27 23.72
H 12.95 21.11 23.60
H 12.07 20.14 21.30
C 13.41 18.02 16.48
O 13.48 19.44 16.46
O 12.38 17.80 17.40
C 13.49 17.23 15.11
F 14.47 17.60 14.22
F 13.57 15.86 15.32
F 12.44 17.29 14.30
C 14.70 20.10 16.04
C 14.58 21.57 16.29
H 15.61 21.92 16.21
H 13.95 22.15 15.61
H 14.31 21.67 17.34
H 14.94 19.98 14.99
H 15.47 19.68 16.70
H 14.27 17.70 17.07
C 9.22 18.56 20.24
O 9.85 17.36 20.75
O 10.01 18.83 19.11
C 7.59 18.48 20.18
F 7.12 18.91 19.02
F 7.24 17.20 20.27
F 7.01 19.18 21.16
C 9.70 17.03 22.11
C 10.34 15.67 22.29
H 9.84 14.83 21.80
H 11.36 15.68 21.92
H 10.53 15.54 23.36
H 8.65 17.07 22.40
H 10.29 17.73 22.70
H 9.35 19.36 20.97
C 10.36 21.59 16.49
O 10.22 20.18 16.39
O 11.22 21.78 17.54
C 10.67 22.14 15.05
F 10.86 23.49 14.99
F 11.77 21.61 14.50
F 9.75 21.85 14.14
C 8.93 19.71 15.93
C 9.09 18.27 15.52
H 8.20 18.02 14.94
H 9.97 18.16 14.88
H 9.14 17.54 16.33
H 8.40 20.18 15.09
H 8.20 19.87 16.72
H 9.35 21.98 16.59
*
```

Output
HOMO (spin up / spin down) (eV): -7.50 / -7.80
Max |F| (eV/Å): 4.75
Total energy (a.u.): -7517.403897
Orbital gap (spin up / spin down) (eV): 4.707 / 5.000
Lowest unoccupied orbital energy (spin up / spin down) (eV): -2.80 / -2.80

Löwdin population analysis, charges in e, atoms 1 to 6: number 1, Cu, carries 0.446; number 2, Mn, carries 0.967; number 3, C, carries -0.060; number 4, C, carries -0.166; number 5, N, carries -0.191; number 6, C, carries 0.076

=====

Record 7
# C4H10O

A single C4H10O molecule at a distorted geometry (ωB97M-V/def2-TZVPD, OMol25).

The geometry in ORCA input format:
```
! wB97M-V def2-TZVPD RIJCOSX def2/J DEFGRID3
* xyz 0 1
C -1.98 -0.16 -0.40
C -0.82 0.72 0.05
C 0.30 -0.17 0.61
C 1.77 0.15 0.38
O 2.26 -0.96 -0.42
H -1.64 -0.87 -1.17
H -2.37 -0.76 0.43
H -2.80 0.42 -0.82
H -0.43 1.28 -0.82
H -1.19 1.48 0.76
H 0.40 -1.05 -0.02
H 0.07 -0.52 1.63
H 1.94 1.10 -0.14
H 2.38 0.14 1.29
H 2.11 -0.79 -1.37
*
```

Output
Relative energy (zero: lowest compared OMol25 entry of this formula, charge and spin) (kcal/mol): 22.64
HOMO (eV): -10.30
Max |F| (eV/Å): 1.61
Total energy (a.u.): -233.608872
Orbital gap (eV): 11.341
Lowest unoccupied orbital energy (eV): 1.04

Löwdin population analysis, charges in e, atoms 1 to 6: number 1, C, carries -0.127; number 2, C, carries -0.267; number 3, C, carries -0.205; number 4, C, carries -0.233; number 5, O, carries -0.114; number 6, H, carries 0.072

=====

Record 8
# C5H13NO

2 unconnected molecules or ions with the total composition C5H13NO at a distorted geometry (ωB97M-V/def2-TZVPD, OMol25).

The geometry in ORCA input format:
```
! wB97M-V def2-TZVPD RIJCOSX def2/J DEFGRID3
* xyz 1 2
C 1.65 -0.92 1.65
N 0.22 -1.09 1.36
C -0.28 -2.08 0.43
C -1.47 -1.33 -0.36
C -1.74 -0.07 0.42
C -0.35 0.28 1.10
H 2.13 -1.88 1.34
H 1.92 -0.67 2.71
H 2.02 -0.09 1.11
H 0.45 -2.34 -0.31
H -0.73 -2.94 0.82
H -2.37 -1.97 -0.40
H -1.16 -1.08 -1.46
H -2.35 -0.24 1.33
H -2.13 0.84 -0.12
H 0.25 0.80 0.30
H -0.57 0.88 2.02
H 1.63 4.19 -3.40
H 1.48 4.71 -4.72
O 1.41 5.01 -3.81
*
```

Output
Relative energy (zero: lowest compared OMol25 entry of this formula, charge and spin) (kcal/mol): 37.43
HOMO (spin up / spin down) (eV): -13.56 / -13.56
Max |F| (eV/Å): 3.53
Total energy (a.u.): -327.955642
Orbital gap (spin up / spin down) (eV): 10.621 / 5.940
Lowest unoccupied orbital energy (spin up / spin down) (eV): -2.94 / -7.62

Löwdin population analysis, charges in e, atoms 1 to 6: number 1, C, carries 0.008; number 2, N, carries 0.006; number 3, C, carries -0.074; number 4, C, carries -0.136; number 5, C, carries -0.173; number 6, C, carries -0.101